(1)
108
Properties=species:S:1:pos:R:3:forces:R:3:mulliken_spin:R:1 method="wB97M-V/def2-TZVPD" relative_energy_kj_mol=107.4 e_homo_ev="-15.757 / -15.756" multiplicity=2 orbital_gap_ev="7.46 / 5.52" s2=0.755 total_charge=+3 fmax_ev_per_a=2.67
Ir -0.4838 0.7566 -0.0641 -0.7 0.6 2.5 0.02
C -2.1443 3.4788 -2.1214 0.0 0.1 0.0 0.00
C -1.6969 3.9118 -0.7296 -0.1 -0.1 -0.2 0.00
C -0.1993 3.7566 -0.5509 -0.2 0.2 -0.1 0.00
C -2.4225 3.1813 0.3912 0.1 0.1 0.2 0.00
C -3.9266 3.4122 0.4276 0.0 0.0 -0.1 0.00
O -4.4493 2.1391 0.8619 0.0 0.0 0.2 0.00
C -3.4850 1.2372 0.7572 0.1 0.1 0.0 0.00
N -2.3278 1.6854 0.3977 0.2 -0.5 -0.9 0.00
C -3.8873 -0.1126 1.1775 -0.1 -0.1 0.0 0.00
C -5.2491 -0.3305 1.3952 0.0 0.1 0.0 0.00
C -5.7062 -1.5378 1.8965 0.0 -0.1 0.0 0.00
C -4.8030 -2.5414 2.2077 0.0 0.0 0.0 0.00
C -3.4489 -2.3405 1.9832 0.0 0.0 0.0 0.00
C -2.9809 -1.1424 1.4476 0.1 0.0 0.1 0.00
P -1.1925 -1.1115 1.1514 0.3 0.0 -1.4 0.00
C -0.5429 -1.5160 2.7883 0.2 0.4 0.0 0.00
C 0.2089 -2.6598 3.0498 0.0 0.0 0.0 0.00
C 0.5792 -2.9524 4.3564 0.0 0.0 0.0 0.00
C 0.2138 -2.1081 5.3937 0.0 0.0 0.0 0.00
C -0.5386 -0.9669 5.1338 0.0 0.0 0.0 0.00
C -0.9161 -0.6696 3.8372 -0.1 -0.1 0.0 0.00
C -0.8334 -2.5506 0.0920 0.1 0.1 0.0 0.01
C -1.8083 -3.3285 -0.5241 0.0 -0.1 0.1 0.00
C -1.4395 -4.4011 -1.3268 0.0 0.0 0.0 0.00
C -0.1019 -4.7104 -1.5156 0.1 0.0 0.0 0.00
C 0.8802 -3.9219 -0.9260 0.0 0.0 0.0 0.00
C 0.5164 -2.8387 -0.1420 -0.1 0.0 0.0 0.00
H -1.6128 4.0543 -2.8802 0.0 0.0 0.0 0.00
H -3.2078 3.6439 -2.2877 0.0 0.0 0.0 0.00
H -1.9362 2.4229 -2.2774 -0.1 0.0 0.0 0.00
H -1.9384 4.9732 -0.6065 0.0 0.0 0.1 0.00
H 0.0846 2.6942 -0.6842 0.3 -0.2 -0.3 0.00
H 0.1294 4.0258 0.4473 0.0 0.0 0.0 0.00
H 0.3601 4.3356 -1.2846 0.0 -0.1 -0.1 0.00
H -1.9738 3.4958 1.3391 0.0 0.0 0.0 0.00
H -4.3557 3.6331 -0.5485 0.0 0.0 0.0 0.00
H -4.2385 4.1752 1.1343 0.0 -0.1 0.1 0.00
H -5.9541 0.4585 1.1802 0.0 0.0 0.0 0.00
H -6.7646 -1.6867 2.0604 0.0 0.0 0.0 0.00
H -5.1429 -3.4786 2.6274 0.0 0.0 0.0 0.00
H -2.7477 -3.1296 2.2265 0.0 0.0 0.0 0.00
H 0.4838 -3.3387 2.2561 0.0 0.0 0.0 0.00
H 1.1444 -3.8510 4.5634 0.0 0.0 0.0 0.00
H 0.5029 -2.3448 6.4090 0.0 0.0 0.0 0.00
H -0.8437 -0.3284 5.9534 0.0 0.0 0.0 0.00
H -1.5308 0.1964 3.6251 0.0 0.0 0.0 0.00
H -2.8597 -3.1268 -0.3707 0.0 0.0 0.0 0.00
H -2.2049 -5.0041 -1.7968 0.0 0.0 0.0 0.00
H 0.1777 -5.5665 -2.1155 0.0 0.0 0.0 0.00
H 1.9285 -4.1531 -1.0716 0.0 0.0 0.0 0.00
H 1.2831 -2.2302 0.3199 0.1 0.0 0.0 0.00
N 9.3880 -2.1120 -3.5700 0.0 0.0 0.0 0.00
C 8.4548 -1.7778 -2.9919 0.0 0.0 0.0 0.00
C 7.2680 -1.3680 -2.2933 0.0 0.0 0.0 0.00
C 7.1496 -1.5642 -0.9217 0.0 0.0 0.0 0.00
C 5.9891 -1.1929 -0.2639 0.0 0.0 0.1 0.00
C 4.9416 -0.6289 -0.9753 0.1 0.0 -0.1 0.00
C 5.0630 -0.4115 -2.3427 -0.1 0.0 0.0 0.00
C 6.2227 -0.7782 -2.9997 0.0 0.0 0.0 0.00
N 3.7170 -0.2924 -0.2977 0.0 0.0 0.0 0.00
C 3.4016 -0.5587 1.0160 0.0 0.1 0.1 0.00
C 2.1345 -0.1192 1.2066 0.0 0.2 0.1 0.00
N 1.6511 0.4123 0.0262 -0.5 -0.9 -0.3 0.00
C 2.6374 0.2880 -0.8492 0.0 0.1 0.2 0.00
H 7.9662 -2.0076 -0.3693 0.0 0.0 0.0 0.00
H 5.9286 -1.3469 0.8035 0.0 0.0 0.0 0.00
H 4.2747 0.0555 -2.9180 0.0 0.0 0.0 0.00
H 6.3246 -0.6088 -4.0625 0.0 0.0 0.0 0.00
H 4.0833 -1.0185 1.7067 0.0 0.0 0.0 0.00
H 1.5423 -0.1150 2.1046 0.0 -0.1 -0.1 0.00
H 2.6358 0.6783 -1.8443 0.1 0.0 -0.1 0.01
C 1.3805 -1.7204 -3.4000 0.1 -0.1 0.0 0.03
N 0.9934 -0.6335 -4.2591 -0.5 -0.2 0.2 0.73
C 0.5942 -0.9306 -5.6093 0.2 0.1 -0.3 -0.02
C 0.5534 0.6058 -3.6326 -0.1 0.5 0.0 -0.01
C -0.8967 0.4428 -3.2190 0.2 -0.2 0.1 0.05
C -1.8407 0.5847 -4.2378 -0.1 -0.2 0.0 0.01
C -3.1647 0.2545 -4.0328 0.0 0.0 -0.1 0.00
C -3.5201 -0.2953 -2.8115 0.0 -0.1 0.0 0.00
C -2.5850 -0.3856 -1.7919 0.0 0.0 -0.4 0.00
C -1.2598 0.0538 -1.9141 -0.1 0.6 0.8 0.01
H 1.5852 -2.6149 -3.9809 0.0 0.0 0.0 0.02
H 0.5707 -1.9122 -2.6850 0.0 0.1 0.0 0.01
H 2.2685 -1.4446 -2.8274 0.0 0.0 0.0 0.02
H 1.2874 -1.6447 -6.0527 0.0 0.0 0.1 0.02
H 0.5548 -0.0234 -6.2074 0.0 0.0 0.0 0.01
H -0.4020 -1.3917 -5.5959 0.0 0.0 0.1 0.06
H 0.6742 1.4231 -4.3439 0.1 -0.1 -0.1 0.02
H 1.1481 0.7886 -2.7510 0.1 0.0 0.0 0.01
H -1.5380 0.9656 -5.2069 0.1 0.0 0.0 0.00
H -3.8910 0.3848 -4.8233 0.0 0.0 0.0 0.00
H -4.5331 -0.6402 -2.6450 0.0 0.0 0.0 0.00
H -2.9214 -0.8154 -0.8665 -0.1 0.1 0.0 0.00
C 1.0015 4.3946 2.8640 0.0 0.0 0.0 0.00
As 0.3774 2.6479 3.3632 0.2 0.2 0.1 0.00
C 1.7952 1.8044 4.3436 0.0 0.0 0.0 0.00
C -1.0639 2.9505 4.5955 0.0 -0.1 0.0 0.00
O -0.0888 1.7396 2.0435 -0.1 -0.3 -0.6 0.00
H 1.3984 4.8896 3.7504 0.0 0.0 0.0 0.00
H 0.1734 4.9833 2.4728 0.0 0.0 0.0 0.00
H 1.7877 4.3117 2.1161 0.0 0.0 0.0 0.00
H 1.9049 2.3077 5.3041 0.0 0.0 0.0 0.00
H 2.7272 1.8878 3.7872 0.0 0.0 0.0 0.00
H 1.5473 0.7575 4.5091 0.0 0.0 0.0 0.00
H -0.6891 3.5838 5.3999 0.0 0.0 0.0 0.00
H -1.4123 2.0114 5.0201 0.0 0.0 0.0 0.00
H -1.8883 3.4572 4.0968 0.0 0.0 0.0 0.00

(2)
114
Properties=species:S:1:pos:R:3:forces:R:3:lowdin_charge:R:1 method="wB97M-V/def2-TZVPD" relative_energy_kj_mol=0.0 e_homo_ev=-10.496 multiplicity=1 orbital_gap_ev=6.25 total_charge=+1 fmax_ev_per_a=2.80
Be 1.1190 2.2968 1.3189 -0.7 -2.2 -0.5 0.95
B -0.3007 0.1375 -0.0364 -2.1 -0.7 -1.7 -1.38
F 0.9759 -0.0252 0.4737 1.1 0.3 0.1 0.11
F -0.9167 1.1061 0.7520 0.3 1.0 1.3 0.11
F -0.3245 0.6363 -1.3381 0.9 0.1 -0.4 0.13
F -1.0553 -1.0376 -0.0399 0.5 0.1 0.6 0.14
N 3.3977 1.1191 1.5958 0.4 0.1 0.1 0.04
C 4.6041 1.7017 1.3997 -0.2 0.2 0.5 -0.14
C 5.8248 1.1099 1.7002 -0.2 -0.6 0.1 -0.05
C 5.8331 -0.2215 2.1088 -0.6 0.8 0.3 -0.04
C 4.5976 -0.8259 2.2966 0.7 -0.8 -0.3 -0.04
C 3.4234 -0.1597 2.0144 -0.2 0.7 0.3 -0.14
H 4.6226 2.7283 1.0581 -0.3 0.1 0.0 0.10
H 6.7591 1.6527 1.6963 -0.1 0.2 -0.4 0.11
H 6.7715 -0.6958 2.3574 -0.1 -0.2 0.0 0.12
H 4.5641 -1.8509 2.6417 -0.2 0.0 0.0 0.11
H 2.4735 -0.6381 2.1997 0.0 0.0 -0.2 0.07
N 0.6766 0.8165 3.4293 0.4 -1.3 0.6 0.05
C 1.0134 1.1729 4.6901 -1.0 1.3 -0.8 -0.14
C 0.8721 0.3889 5.8180 0.2 0.0 -0.5 -0.05
C 0.4123 -0.8972 5.6376 -0.2 -0.8 0.0 -0.05
C 0.0697 -1.3649 4.3640 0.7 1.2 0.8 -0.01
C 0.2546 -0.4737 3.3136 0.1 0.1 -0.7 -0.12
H 1.2279 2.2315 4.7798 0.4 0.0 0.2 0.10
H 1.1222 0.7725 6.7957 0.0 0.0 0.0 0.11
H 0.3392 -1.5506 6.4978 -0.1 -0.1 0.0 0.12
H -0.2769 -2.3787 4.2360 -0.1 0.0 -0.3 0.09
H 0.1287 -0.8465 2.3062 -0.3 0.2 0.0 0.09
N 2.0487 -3.2114 1.1917 -0.2 0.5 -0.2 0.06
C 2.3457 -4.2855 1.9274 0.7 0.3 -0.7 -0.13
C 3.3455 -5.1892 1.5549 -0.8 -0.7 0.3 -0.06
C 3.9538 -5.0510 0.3300 0.5 0.9 -0.3 -0.08
C 3.6357 -3.9371 -0.4273 -0.1 1.0 -0.2 -0.08
C 2.6900 -3.0152 0.0267 0.4 -1.4 0.7 -0.15
H 1.8054 -4.3943 2.8581 0.0 -0.1 0.0 0.10
H 3.5442 -6.0607 2.1646 0.1 0.1 0.2 0.11
H 4.7554 -5.6753 -0.0405 -0.2 -0.4 0.2 0.11
H 4.1670 -3.7112 -1.3428 -0.1 -0.2 -0.1 0.11
H 2.4656 -2.1416 -0.5702 -0.2 0.1 0.2 0.10
N -2.5808 -5.5108 3.4123 0.2 -0.4 0.1 0.05
C -3.8504 -5.4876 3.0227 0.2 0.4 0.0 -0.15
C -4.3677 -4.5030 2.1958 -0.2 0.4 -0.5 -0.06
C -3.5165 -3.5269 1.6723 1.0 -0.3 0.6 -0.05
C -2.1796 -3.5818 2.0638 0.4 -0.3 0.3 -0.08
C -1.7564 -4.5865 2.9328 -0.7 0.1 0.0 -0.16
H -4.4811 -6.2834 3.3978 -0.1 0.0 0.0 0.10
H -5.4243 -4.5251 1.9666 0.0 0.1 -0.1 0.10
H -3.7404 -2.7225 0.9854 -0.7 -0.2 0.0 0.10
H -1.4447 -2.8737 1.7031 -0.1 0.1 -0.1 0.08
H -0.7396 -4.6859 3.2949 0.2 0.2 -0.2 0.08
N -0.7284 3.4154 2.7639 1.2 -0.2 -0.2 0.05
C -1.9881 2.9910 2.6843 -1.0 0.4 -0.8 -0.13
C -3.0193 3.5080 3.4618 0.5 0.7 1.0 -0.02
C -2.7018 4.4639 4.4377 0.1 -0.8 -0.2 -0.04
C -1.3939 4.9072 4.5155 -0.2 -0.3 0.5 -0.06
C -0.4469 4.3326 3.6986 0.2 0.5 -0.4 -0.15
H -2.2654 2.3174 1.8848 0.5 -0.2 0.1 0.10
H -4.0476 3.1918 3.3690 0.1 -0.3 -0.2 0.11
H -3.4072 4.7684 5.1986 -0.3 0.2 -0.3 0.12
H -1.0985 5.6204 5.2722 0.1 0.1 -0.1 0.11
H 0.5683 4.7020 3.7766 0.1 -0.2 -0.2 0.11
N -1.3366 0.9339 -7.0403 -0.6 0.5 0.6 0.06
C -0.6117 0.2832 -6.1115 -0.1 0.7 -1.0 -0.16
C -0.1952 0.8570 -4.9217 -0.3 -0.1 0.3 -0.09
C -0.6179 2.1464 -4.6394 -0.5 0.1 0.0 -0.08
C -1.4573 2.7818 -5.5379 -0.4 0.5 -0.9 -0.09
C -1.8133 2.1698 -6.7379 1.3 -1.8 0.5 -0.13
H -0.3325 -0.7240 -6.3928 0.1 -0.1 0.1 0.11
H 0.3308 0.2553 -4.1927 0.2 0.1 0.0 0.10
H -0.4264 2.6437 -3.6975 0.3 -0.2 0.1 0.09
H -1.8586 3.7757 -5.3821 0.1 0.0 0.4 0.10
H -2.4833 2.5975 -7.4693 0.1 0.2 0.0 0.10
N 2.4525 2.5023 -0.7209 -1.2 0.8 1.2 0.04
C 2.7060 3.7399 -1.1269 0.9 0.5 -1.0 -0.16
C 3.3613 4.0153 -2.3304 -0.1 0.1 -0.1 -0.05
C 3.7357 2.9832 -3.1647 0.0 -1.3 0.7 -0.03
C 3.4545 1.6736 -2.7352 -0.4 0.7 0.2 -0.01
C 2.8047 1.4890 -1.5124 -0.2 -0.2 -0.6 -0.11
H 2.4518 4.6075 -0.5325 -0.3 -0.3 0.4 0.11
H 3.5490 5.0294 -2.6562 -0.1 0.1 0.3 0.11
H 4.2564 3.1433 -4.0977 -0.1 0.1 -0.1 0.12
H 3.6350 0.8314 -3.3868 0.2 -0.1 0.1 0.11
H 2.4483 0.5200 -1.1905 0.3 -0.1 0.0 0.10
N -5.3528 -0.7440 -2.1311 -0.5 0.1 -0.4 0.05
C -4.0400 -0.6642 -1.9419 -0.2 0.1 0.3 -0.15
C -3.1542 -0.2631 -2.9221 0.2 0.2 -0.3 -0.06
C -3.6718 0.0860 -4.1540 -0.1 -0.5 -0.4 -0.08
C -5.0365 -0.0178 -4.3966 0.0 0.1 0.6 -0.06
C -5.8552 -0.4285 -3.3367 1.0 -0.5 -0.1 -0.14
H -3.7097 -0.9566 -0.9518 0.2 0.0 0.0 0.09
H -2.0825 -0.2347 -2.7834 0.0 -0.1 0.3 0.08
H -2.9957 0.2870 -4.9742 0.0 0.3 0.0 0.07
H -5.3992 0.1964 -5.3922 -0.3 -0.1 0.1 0.10
H -6.8967 -0.6817 -3.4831 -0.2 0.4 0.0 0.10
C -2.5260 4.5671 -0.6923 -0.2 -0.6 0.0 0.00
C -1.0631 4.3293 -0.9588 -0.1 0.6 0.3 -0.45
O -0.4795 3.4830 -0.3110 0.7 0.1 0.2 0.02
C -0.3691 5.2859 -1.9042 -0.1 -0.1 -0.1 0.01
H -2.5902 5.4292 -0.0246 -0.1 0.1 0.0 0.10
H -2.9250 3.6896 -0.1858 0.0 0.1 0.1 0.08
H -3.1491 4.7541 -1.5662 0.3 0.2 -0.1 0.09
H -0.7726 6.2948 -1.8109 -0.1 0.0 0.1 0.09
H -0.5631 4.9994 -2.9404 0.0 -0.1 0.0 0.09
H 0.7059 5.3199 -1.7509 -0.1 -0.1 0.0 0.05
C 0.8661 -5.4974 -2.0605 -0.5 -0.1 1.1 -0.01
C -0.4638 -5.1561 -1.3701 -0.1 -0.1 -1.4 -0.48
O -1.2959 -6.0172 -1.2218 0.0 -0.1 0.5 0.08
C -0.7367 -3.7091 -1.0877 0.0 0.2 0.5 -0.03
H 1.6222 -5.5918 -1.2778 0.1 0.2 0.0 0.06
H 1.1572 -4.6996 -2.7409 0.1 -0.2 -0.2 0.08
H 0.7515 -6.4894 -2.4906 0.1 0.2 -0.4 0.08
H -0.0444 -3.3519 -0.3231 0.1 0.1 -0.1 0.05
H -1.7444 -3.5469 -0.7137 0.0 -0.2 -0.1 0.07
H -0.5946 -3.0900 -1.9747 0.1 -0.1 -0.1 0.09